Density functional theory data (ωB97M-V with the def2-TZVPD basis set) for a cluster of 8 separate species, C66H147N7O in total in a non-equilibrium geometry.

Properties
* E_HOMO: -11.974 eV
* E: -3059.03526 a.u.
* frontier orbital gap: 4.350 eV
* LUMO energy: -7.624 eV
* charge: +6
* strongest force on any atom: 3.7 eV/A

Atoms and positions in Å:
O 5.70256 22.64759 -6.85745
N 3.87039 30.09487 -10.89357
N 19.49045 18.60683 -3.18310
N 1.78952 17.81315 -11.42723
N 17.80847 25.77128 -12.24597
N -0.81405 25.45188 -3.93873
N 6.95581 16.94374 -1.46649
N 6.67195 28.95390 4.24417
C 0.18346 27.61392 -3.23394
C -1.73671 26.13837 -2.87378
C 19.63348 18.71620 -1.59759
C 5.15748 29.33307 4.10474
C 3.75200 29.46349 -9.46886
C 4.83706 29.26303 -11.72911
C 6.42965 31.34672 3.91432
C 15.75993 20.65595 -5.22815
C 3.98210 18.20846 -12.61490
C 8.12292 17.85211 -1.86810
C -1.21801 25.65553 -5.43547
C 5.56315 13.81397 -4.75636
C 5.94979 31.34215 -11.19874
C 20.95511 18.86052 -3.59241
C -3.85045 24.48868 -7.93015
C 17.98567 24.98843 -11.00521
C -2.70065 25.27551 -7.45625
C 10.56818 26.82749 1.72290
C 7.08403 22.92155 -6.74920
C 15.76466 24.27458 -13.13466
C 7.36935 28.52120 2.90110
C 7.73731 23.22892 -8.11748
C 6.77979 15.62250 -2.33305
C 0.55765 26.11149 -3.65669
C 20.97223 19.36704 -1.35060
C 20.12162 26.13096 -12.94750
C -0.56482 30.15921 -12.26681
C 7.29778 16.56869 0.02274
C 1.73930 17.25796 -12.83169
C 16.24506 25.70310 -12.67935
C 5.58361 17.81729 -1.54607
C 1.03285 16.92323 -10.32596
C -2.60844 25.19288 -5.83864
C 4.53332 31.45330 -10.59989
C 8.37410 18.64245 -0.57496
C 6.90640 27.98805 5.41608
C 5.01994 30.85283 4.36480
C 13.94783 23.26663 -14.88335
C 19.71438 27.23242 -12.00194
C 14.25544 24.31360 -13.70972
C -0.79383 23.91889 -3.71281
C 17.21435 19.87554 -3.27348
C 6.86593 14.49635 -4.68938
C 3.36539 17.87828 -11.22828
C 1.15592 17.43741 -8.83117
C 1.41077 19.35146 -11.44172
C 6.23719 29.88403 -11.47944
C 8.67619 27.77723 2.94428
C 0.38745 16.42604 -7.91810
C -1.28478 27.55343 -2.92026
C 18.77926 25.41518 -13.42438
C 0.23930 16.60255 -6.41551
C 2.96470 17.67879 -13.66801
C 7.51435 23.87599 -5.72000
C 6.97083 15.81222 -3.86875
C 2.54206 30.24906 -11.67398
C 21.78295 18.70293 -2.33758
C 19.05056 17.18624 -3.65144
C 18.24635 27.23303 -11.88940
C 18.60974 19.74669 -3.86966
C 9.28910 27.64070 1.50192
C 0.49785 29.26111 -12.87072
C 7.90382 17.80982 0.65896
C 1.69278 28.97829 -11.85748
C 7.30270 30.30632 4.57450
C 16.36664 20.96558 -3.89566
H -4.79058 25.00044 -7.72436
H 6.06816 31.93860 -12.10336
H 1.06014 25.36801 -3.03795
H 7.54397 14.91634 -2.00829
H 4.73043 28.19350 -11.54793
H 14.04019 22.18830 -14.75377
H 16.19230 26.42401 -13.49519
H 11.31563 27.44409 2.22213
H 7.16487 18.40923 1.19071
H 8.95755 17.23729 -2.20499
H 5.68292 18.60178 -0.79587
H 5.02629 17.89844 -12.65578
H 7.87978 19.60978 -0.48536
H 16.36918 23.94424 -13.97938
H 4.76349 14.53257 -4.93595
H 19.70054 16.38587 -3.29782
H 6.43360 31.51285 2.83706
H 6.58172 29.40660 -10.56214
H 7.31790 14.78153 -5.63938
H 6.44206 32.37708 4.26972
H 1.67482 16.18268 -12.66524
H 20.74636 25.35397 -12.50696
H -1.41984 30.30354 -12.92727
H -2.72396 24.13814 -5.58909
H 14.53936 23.46565 -15.77699
H 1.32520 28.70567 -10.86820
H -0.21976 31.18046 -12.10524
H 3.51759 18.61961 -10.44383
H 21.42633 19.24098 -0.36774
H 18.02336 16.88686 -3.44330
H 2.78049 30.74544 -12.61465
H 13.93420 25.33545 -13.91157
H 10.39192 26.04687 2.46294
H 1.90107 19.81924 -12.29547
H 17.32702 25.34612 -10.21379
H 7.06626 29.66117 -12.15106
H 0.21964 28.25983 -4.11121
H 1.14856 16.89927 -5.89273
H 8.08545 15.81546 0.04054
H 3.95756 32.20832 -11.13521
H 5.48204 13.13204 -3.90990
H 13.52830 24.17077 -12.91035
H -0.92209 26.69190 -5.59824
H -1.38308 28.04391 -1.95182
H -0.36837 25.13935 -5.88241
H 8.70183 17.62955 1.37923
H 0.03347 23.49817 -4.28435
H 0.07672 28.25875 -12.94833
H 7.47092 13.76068 -4.15941
H 2.20318 17.28957 -8.56758
H 5.54457 13.17262 -5.63751
H 2.90918 29.96439 -8.99258
H 7.95277 27.82217 5.67241
H 1.20113 26.05146 -4.53444
H 4.65261 29.39501 -8.85867
H 7.95330 16.25870 -4.02208
H -3.96156 23.52816 -7.42701
H 5.51478 18.34558 -2.49700
H 1.92378 31.01625 -11.20787
H 7.39172 29.36858 2.21585
H 4.87890 31.05937 5.42572
H 3.72281 28.40498 -9.72735
H -0.38971 23.74312 -2.71587
H 21.93715 17.62698 -2.25608
H 22.78192 19.10273 -2.51168
H 11.33571 26.47626 1.03325
H 1.38816 15.90614 -10.49143
H 5.77694 15.26323 -2.10218
H 18.73253 19.12927 -1.14399
H 18.34519 25.98367 -14.24688
H -1.77760 24.86682 -7.86742
H -1.55342 25.54914 -1.97528
H 12.94922 23.41400 -15.29466
H 6.21477 28.07917 6.25360
H 6.68995 27.88622 2.33251
H 4.06555 19.27387 -12.82944
H 8.37367 30.31260 4.37182
H 7.86174 24.30957 -8.18673
H 0.03121 16.96963 -10.75337
H 15.50359 21.21919 -3.28008
H 8.51455 26.88067 3.54275
H 8.47943 27.07938 1.03560
H 7.31777 23.64353 -4.67338
H 20.76121 20.40215 -1.61912
H -0.60042 17.25439 -6.17453
H 6.70589 31.71313 -10.50679
H 16.85296 18.87121 -3.05254
H -3.00451 26.25852 -7.81607
H 7.62584 22.02061 -6.46139
H 14.96689 19.97931 -4.90980
H 16.41972 20.11890 -5.90958
H 7.32444 30.66071 5.60505
H 21.22677 18.22622 -4.43621
H -3.39819 25.72010 -5.30344
H 19.17341 17.23588 -4.73335
H 0.92993 27.84595 -2.47431
H 7.08681 24.87181 -5.83682
H 19.19364 20.66703 -3.85729
H -3.52341 24.26120 -8.94475
H -2.06500 28.06347 -3.48523
H 8.66447 22.69056 -8.31411
H 4.60191 29.23629 -12.79312
H 17.01913 21.83158 -4.00701
H 18.70393 24.35794 -13.67870
H 15.42371 21.58770 -5.68301
H 20.61776 26.50080 -13.84481
H 0.73363 17.56063 -13.12347
H 7.73561 18.47612 -2.67352
H 15.65383 26.07867 -11.84418
H 0.71163 18.39036 -8.54376
H -0.57616 16.44880 -8.42705
H 2.76001 18.55754 -14.27958
H 6.68410 26.97833 5.07094
H 6.33134 16.26319 0.42370
H 3.28174 16.86970 -14.32601
H -2.78695 25.94719 -3.09404
H -1.04418 29.86400 -11.33344
H 4.90668 17.01866 -1.24263
H 2.20245 28.07084 -12.18131
H 9.49664 28.64178 1.12393
H 9.38276 19.04530 -0.48322
H 7.04249 23.01424 -8.92941
H 15.90442 23.56727 -12.31719
H 3.57574 16.95457 -10.68919
H -0.20763 15.67566 -6.05603
H 18.49312 19.25486 -4.83537
H 4.72689 29.06292 3.14052
H 0.33511 19.47407 -11.31516
H 19.60079 17.63725 -1.44632
H 0.62893 15.36315 -7.92517
H 18.96338 25.16120 -10.55540
H 6.33891 16.64045 -4.18940
H 20.16193 27.09079 -11.01819
H 4.42842 31.72735 -9.55014
H 4.18939 31.21318 3.75782
H -1.74769 23.39221 -3.74184
H 9.43810 28.36790 3.45290
H 0.70815 29.58833 -13.88895
H 1.82410 19.62709 -10.47152
H 17.24067 20.19748 -2.23245
H 17.64345 23.96696 -11.17130
H 8.55251 24.12267 -5.94244
H 4.55093 28.78075 4.82247
H 17.78159 27.61293 -10.97958
H 19.92248 28.26149 -12.29483
H 17.97077 27.95093 -12.66192
H 21.01021 19.86169 -4.01987